# C27H57AsN5OPtSSb2Si3

A molecular structure, C27H57AsN5OPtSSb2Si3 (ωB97M-V with the def2-TZVPD basis set, OMol25).

Computed properties:
Relative energy (zero: lowest compared OMol25 entry of this formula, charge and spin)   0.1298 eV
Gap between HOMO and LUMO (spin up / spin down)   7.048 / 6.001 eV
Largest force on an atom   0.005 Eh/bohr

Structure (ORCA input):
```
! RIJCOSX wB97M-V def2-TZVPD def2/J DEFGRID3
* xyz 1 5
Pt 0.41 -0.03 0.79
C -3.73 -2.09 -0.47
Sb -1.88 -2.25 0.60
C -2.64 -2.84 2.50
C -1.38 -4.29 0.04
C -1.16 -4.54 -1.41
C -2.22 -4.99 -2.20
C -2.06 -5.25 -3.55
C -0.82 -5.08 -4.14
C 0.25 -4.64 -3.38
C 0.09 -4.35 -2.02
C 1.24 -3.76 -1.26
Sb 1.12 -1.61 -1.27
C -0.07 -1.29 -2.99
C 3.10 -1.17 -1.91
H -4.37 -2.92 -0.19
H -3.54 -2.12 -1.54
H -4.21 -1.15 -0.21
H -3.29 -3.70 2.32
H -3.21 -2.04 2.96
H -1.82 -3.14 3.14
H -2.24 -4.86 0.41
H -0.52 -4.55 0.65
H -3.19 -5.15 -1.74
H -2.90 -5.60 -4.14
H -0.67 -5.31 -5.19
H 1.22 -4.50 -3.84
H 2.19 -3.96 -1.77
H 1.33 -4.10 -0.23
H 0.46 -1.61 -3.89
H -0.31 -0.24 -3.05
H -0.98 -1.88 -2.89
H 3.23 -1.55 -2.93
H 3.80 -1.67 -1.24
H 3.27 -0.10 -1.88
N 2.57 -3.41 6.18
C 2.49 -2.99 4.91
N 3.45 -2.18 4.45
N 1.44 -3.39 4.21
C 1.29 -2.92 3.00
N 1.10 -2.59 1.90
H 3.40 -3.31 6.72
H 1.85 -4.04 6.50
H 4.25 -1.96 5.02
H 3.56 -1.99 3.46
C -1.75 4.14 -2.67
Si -1.87 2.79 -1.39
C -2.91 3.34 0.05
C -2.61 1.25 -2.13
As 0.29 2.23 -0.56
Si 0.73 3.86 1.14
C 0.09 5.55 0.62
C 2.57 3.95 1.42
C -0.14 3.32 2.70
Si 1.92 2.77 -2.23
C 1.57 1.79 -3.78
C 3.62 2.36 -1.56
C 1.86 4.59 -2.67
H -2.76 4.44 -2.96
H -1.24 3.80 -3.58
H -1.24 5.02 -2.30
H -3.95 3.43 -0.26
H -2.61 4.31 0.45
H -2.86 2.61 0.85
H -3.66 1.43 -2.37
H -2.56 0.42 -1.42
H -2.11 0.95 -3.05
H 0.47 5.87 -0.35
H 0.43 6.27 1.37
H -1.00 5.60 0.60
H 3.09 4.47 0.62
H 3.00 2.96 1.56
H 2.74 4.53 2.34
H -1.10 2.85 2.50
H -0.31 4.18 3.35
H 0.48 2.60 3.25
H 1.75 0.72 -3.66
H 2.24 2.16 -4.56
H 0.54 1.92 -4.14
H 3.61 1.62 -0.76
H 4.10 3.26 -1.17
H 4.25 1.99 -2.37
H 0.97 4.85 -3.24
H 2.73 4.79 -3.30
H 1.92 5.24 -1.80
C -3.41 0.75 2.77
O -2.52 0.23 1.79
C -1.19 0.13 2.14
C -0.81 0.01 3.58
H -3.47 0.09 3.64
H -4.39 0.81 2.29
H -3.11 1.74 3.10
H -1.22 0.82 4.21
H 0.27 0.06 3.68
H -1.13 -0.94 4.03
S 4.87 -0.98 1.53
C 3.48 -0.20 1.26
N 2.48 0.38 1.06
*
```